1.
Below is a 2-piece molecular cluster, C2H8NO overall at a distorted geometry, with properties calculated with the ωB97M-V functional and the def2-TZVPD basis.

```
12
Properties=species:S:1:pos:R:3
C -0.67 -0.78 -1.24
C -1.05 1.08 0.17
N -0.18 0.29 -0.35
H -0.44 -0.51 -2.28
H -0.12 -1.69 -1.02
H -1.74 -0.92 -1.15
H -2.04 1.12 -0.27
H -0.78 2.01 0.64
H 0.69 0.19 0.20
H 1.52 -0.40 2.25
H 2.87 -0.23 1.64
O 1.92 -0.16 1.41
```

Output
**Total charge**: +1
**Frontier orbital gap**: 11.3 eV
**2S+1**: 1
**Electronic energy**: -210.712927 Eh



2.
Below is a 2-piece molecular cluster, C2H8NO overall at a distorted geometry, with properties calculated with the ωB97M-V functional and the def2-TZVPD basis.

```
12
Properties=species:S:1:pos:R:3
C 0.99 -1.28 0.35
C 1.19 0.89 -0.66
N 0.51 0.06 -0.01
H 1.78 -1.57 -0.32
H 0.19 -2.02 0.30
H 1.29 -1.23 1.40
H 2.18 0.72 -1.05
H 0.79 1.89 -0.80
H -0.55 0.21 0.10
H -2.58 1.03 -0.30
H -2.72 -0.15 0.76
O -2.13 0.38 0.23
```

Output
**Total charge**: +1
**Frontier orbital gap**: 12.3 eV
**2S+1**: 1
**Electronic energy**: -210.726212 Eh



3.
Below is a 2-piece molecular cluster, C2H8NO overall at a distorted geometry, with properties calculated with the ωB97M-V functional and the def2-TZVPD basis.

```
12
Properties=species:S:1:pos:R:3
N -0.50 0.79 2.52
H 0.40 0.70 3.01
H -1.17 0.18 2.98
H -0.69 1.79 2.59
H -0.33 0.49 1.53
O -0.01 -0.18 0.08
C -0.03 -0.72 -1.01
C 0.63 -0.20 -2.24
H -0.45 -1.73 -1.15
H 1.67 -0.53 -2.24
H 0.58 0.88 -2.23
H 0.05 -0.54 -3.09
```

Output
**Total charge**: +1
**Frontier orbital gap**: 10.8 eV
**2S+1**: 1
**Electronic energy**: -210.743617 Eh



4.
Below is a 2-piece molecular cluster, C2H8NO2 overall at a distorted geometry, with properties calculated with the ωB97M-V functional and the def2-TZVPD basis.

```
13
Properties=species:S:1:pos:R:3
C 0.64 0.15 2.24
O -0.29 -0.13 1.24
H 0.77 -0.70 2.94
H 1.65 0.38 1.82
H 0.27 1.04 2.73
N -1.39 -0.29 -1.64
C 0.04 0.17 -1.80
O 0.89 -0.40 -0.95
H -1.37 -1.25 -1.34
H -1.77 0.22 -0.81
H 0.33 -0.12 -2.85
H -0.04 1.28 -1.90
H 0.26 -0.35 0.31
```

Output
**Total charge**: -1
**Frontier orbital gap**: 7.8 eV
**2S+1**: 1
**Electronic energy**: -286.227600 Eh



5.
Below is a 2-piece molecular cluster, C2H8NO2 overall at a distorted geometry, with properties calculated with the ωB97M-V functional and the def2-TZVPD basis.

```
13
Properties=species:S:1:pos:R:3
C 2.13 0.85 -1.25
O 0.74 0.96 -1.25
H 2.44 -0.17 -1.53
H 2.56 1.11 -0.28
H 2.55 1.55 -1.99
N -2.23 -0.36 1.13
C -0.74 -0.59 1.29
O -0.10 -0.96 0.17
H -2.60 -1.21 0.70
H -2.30 0.32 0.38
H -0.72 -1.38 2.07
H -0.39 0.38 1.64
H 0.41 0.15 -0.67
```

Output
**Total charge**: -1
**Frontier orbital gap**: 7.8 eV
**2S+1**: 1
**Electronic energy**: -286.234178 Eh



6.
Below is a 2-piece molecular cluster, C2H8NO2 overall at a distorted geometry, with properties calculated with the ωB97M-V functional and the def2-TZVPD basis.

```
13
Properties=species:S:1:pos:R:3
O -1.35 -0.51 1.30
C -1.13 0.65 1.25
C -0.48 1.38 0.10
N 0.31 0.35 -0.73
H -1.47 1.40 2.09
H -0.94 2.05 -0.54
H 0.36 2.07 0.30
H 1.20 0.62 -0.81
H 0.02 -0.64 -0.50
H 0.01 0.33 -1.70
H 1.96 -2.34 -0.16
H 0.56 -3.13 -0.31
O 0.96 -2.22 -0.30
```

Output
**Total charge**: +2
**Frontier orbital gap (spin up / spin down)**: 9.0 / 4.8 eV
**2S+1**: 2
**Expectation value of S²**: 0.758
**Electronic energy**: -285.379470 Eh



7.
Below is one molecule with the formula C2H8NO2P at a distorted geometry, with properties calculated with the ωB97M-V functional and the def2-TZVPD basis.

```
14
Properties=species:S:1:pos:R:3
C -2.28 0.64 0.29
N -1.12 -0.16 0.04
P 0.65 0.88 0.39
O 0.42 2.02 -0.67
O 1.72 -0.15 -0.42
C 2.08 -1.43 -0.10
H -3.13 0.11 -0.03
H -2.41 1.01 1.36
H -2.12 1.67 -0.19
H -1.07 -0.67 0.89
H 0.49 1.59 -1.56
H 1.49 -1.96 0.68
H 3.14 -1.39 0.31
H 2.12 -2.15 -0.99
```

Output
**Total charge**: 0
**Frontier orbital gap**: 9.5 eV
**2S+1**: 1
**Electronic energy**: -627.562250 Eh
**Structure (SMILES)**: CNP(O)OC



8.
Below is a 2-piece molecular cluster, C2H8NO2P overall at a distorted geometry, with properties calculated with the ωB97M-V functional and the def2-TZVPD basis.

```
14
Properties=species:S:1:pos:R:3
C -1.49 -0.25 0.00
C 0.70 1.58 1.28
N 0.99 -2.17 -1.03
O -0.07 1.64 -1.50
O 1.47 -1.08 -0.32
P -0.04 0.83 -0.31
H -1.07 -1.17 0.01
H -1.74 0.07 1.02
H -2.34 0.03 -0.62
H 0.40 2.64 1.17
H 0.34 0.90 2.07
H 1.70 1.48 0.88
H 1.14 -2.11 -1.98
H 0.02 -2.39 -0.65
```

Output
**Total charge**: 0
**Frontier orbital gap (spin up / spin down)**: 7.9 / 7.9 eV
**2S+1**: 1
**Electronic energy**: -627.464049 Eh



9.
Below is one molecule with the formula C2H8NO2PS at a distorted geometry, with properties calculated with the ωB97M-V functional and the def2-TZVPD basis.

```
15
Properties=species:S:1:pos:R:3
C 1.70 -1.02 1.21
C -0.43 0.04 -2.04
N 0.40 -0.73 0.58
O -1.02 1.34 0.14
O 1.35 1.36 -0.67
P -1.99 0.23 0.95
S 0.24 0.44 -0.43
H 2.19 -0.11 1.72
H 1.69 -1.86 1.86
H 2.39 -1.22 0.32
H -0.38 0.96 -2.61
H 0.13 -0.80 -2.43
H -1.50 -0.24 -1.93
H -3.04 1.12 1.00
H -1.74 0.49 2.34
```

Output
**Total charge**: 0
**Frontier orbital gap**: 10.0 eV
**2S+1**: 1
**Electronic energy**: -1025.676555 Eh



10.
Below is a 2-piece molecular cluster, C2H8NO3 overall at a distorted geometry, with properties calculated with the ωB97M-V functional and the def2-TZVPD basis.

```
14
Properties=species:S:1:pos:R:3
C -0.79 0.28 0.44
C 1.35 -0.09 0.32
N -1.37 -0.75 -0.40
O -0.86 1.49 -0.20
O 2.05 0.78 -0.41
O 1.30 -1.27 -0.21
H -1.12 0.29 1.54
H 1.31 -0.09 1.48
H -1.31 -0.29 -1.28
H -0.75 -1.58 -0.33
H -2.35 -0.95 -0.03
H -1.70 1.93 -0.02
H 2.37 1.52 0.08
H 1.86 -1.27 -0.97
```

Output
**Total charge**: +1
**Frontier orbital gap**: 9.4 eV
**2S+1**: 1
**Electronic energy**: -361.135700 Eh



11.
Below is a 3-piece molecular cluster, C2H8NO4 overall at a distorted geometry, with properties calculated with the ωB97M-V functional and the def2-TZVPD basis.

```
15
Properties=species:S:1:pos:R:3
O 3.41 -0.43 1.54
C 2.31 -0.82 1.05
N 1.23 -0.14 0.63
C 0.13 -1.11 0.16
O -1.00 -0.44 0.18
H 2.13 -1.92 0.86
H 1.20 0.81 0.54
H 0.14 -1.95 1.04
H 0.47 -1.66 -0.73
H -2.97 0.34 -2.13
H -1.74 -0.07 -1.17
O -2.15 0.56 -1.93
H -1.11 2.11 -0.76
H -1.11 1.99 0.75
O -0.93 2.73 -0.03
```

Output
**Total charge**: -1
**Frontier orbital gap**: 8.4 eV
**2S+1**: 1
**Electronic energy**: -436.736629 Eh



12.
Below is C2H8NOP as an isolated structure at a distorted geometry, with properties calculated with the ωB97M-V functional and the def2-TZVPD basis.

```
13
Properties=species:S:1:pos:R:3
C 1.15 1.63 0.11
C -0.78 -1.90 -0.18
N 0.70 0.25 -0.18
O -2.17 1.35 -0.48
P -0.80 -0.21 0.33
H 1.30 1.65 1.15
H 2.08 1.81 -0.59
H 0.22 2.24 -0.01
H -0.97 -1.87 -1.25
H 0.20 -2.24 0.03
H -1.42 -2.48 0.47
H 1.04 -0.10 -1.01
H -0.55 -0.12 1.61
```

Output
**Total charge**: 0
**Frontier orbital gap (spin up / spin down)**: 8.9 / 8.9 eV
**2S+1**: 1
**Electronic energy**: -552.174212 Eh



Energy relative to the best compared isomer or geometry (same formula, charge and spin) per entry: 1.093, 0.732, 0.258, 0.535, 0.356, 1.811, 2.551, 5.223, 5.788, 3.469, 2.288, 5.697 eV